{
  "formula": "C27H36BF5IrN9O8S3Te",
  "method": "ωB97M-V/def2-TZVPD",
  "species": ["Ir", "Te", "S", "S", "S", "F", "F", "F", "F", "F", "O", "O", "O", "O", "O", "O", "O", "O", "N", "N", "N", "N", "N", "N", "N", "N", "N", "C", "C", "C", "C", "C", "C", "C", "C", "C", "C", "C", "C", "C", "C", "C", "C", "C", "C", "C", "C", "C", "C", "C", "C", "C", "C", "C", "B", "H", "H", "H", "H", "H", "H", "H", "H", "H", "H", "H", "H", "H", "H", "H", "H", "H", "H", "H", "H", "H", "H", "H", "H", "H", "H", "H", "H", "H", "H", "H", "H", "H", "H", "H", "H"],
  "positions_angstrom": [[0.11, -0.30, -0.68], [2.01, -0.46, -3.67], [1.07, 1.79, -0.35], [-1.61, -0.25, 0.93], [1.54, -1.23, 0.74], [0.93, -1.43, -4.84], [1.94, 0.96, -4.84], [3.24, 0.48, -2.65], [3.45, -1.11, -4.63], [2.25, -1.96, -2.56], [-0.34, -3.51, -2.87], [-4.19, 2.18, -3.52], [0.57, 0.12, -2.70], [-1.73, 0.19, -1.60], [-3.21, -3.21, -6.61], [-4.18, 1.26, -1.57], [-0.62, -2.27, -1.15], [-4.56, -1.55, -6.82], [3.87, -0.03, 1.63], [2.06, 0.88, 2.47], [-4.00, 1.24, -2.77], [-0.12, 2.26, 2.07], [-0.84, 3.61, 0.51], [-0.17, -0.06, 3.24], [-0.82, -2.53, -2.38], [-3.63, -2.12, -6.30], [-1.36, -1.89, 3.15], [-1.07, 4.40, -0.77], [-2.23, -3.08, 2.80], [-2.19, -2.24, -4.32], [-2.98, -2.92, 1.49], [-3.25, -3.24, 3.93], [-2.25, 3.77, -1.48], [0.01, 2.60, 0.77], [0.16, 4.40, -1.68], [3.14, 1.56, 2.97], [-1.30, -4.29, 2.71], [-1.36, 5.85, -0.37], [-1.12, 3.03, 2.61], [4.59, -2.38, 1.42], [-2.21, -0.47, -2.59], [6.26, -0.54, 1.30], [4.84, -0.95, 0.93], [-3.30, 0.08, -3.32], [0.04, -0.75, 4.41], [-3.74, -0.41, -4.52], [-0.69, -1.88, 4.36], [-1.01, -0.77, 2.48], [-3.16, -1.58, -5.02], [4.26, 1.00, 2.46], [-1.75, -1.72, -3.11], [4.65, -0.81, -0.57], [2.52, -0.06, 1.63], [-1.57, 3.86, 1.65], [0.63, 1.24, 2.96], [5.42, -1.41, -1.08], [-2.32, -2.85, 0.63], [-3.91, -4.07, 3.69], [-4.53, 0.08, -5.06], [-2.46, 4.31, -2.40], [-3.65, -2.06, 1.49], [-2.33, 4.61, 1.70], [0.32, 3.44, -2.16], [-0.81, -2.66, 5.09], [6.45, -0.62, 2.37], [6.50, 0.46, 0.96], [-0.56, -4.14, 1.91], [-1.89, -5.17, 2.47], [-0.02, 5.14, -2.45], [5.29, 1.25, 2.63], [-2.01, 2.73, -1.72], [-3.86, -2.34, 4.04], [-0.78, -4.48, 3.64], [-1.42, 2.93, 3.64], [-2.78, -3.46, 4.89], [-1.45, 6.44, -1.29], [-0.55, 6.27, 0.23], [1.07, 4.69, -1.14], [3.61, -2.75, 1.14], [0.78, 1.77, 4.03], [0.69, -0.37, 5.19], [-3.59, -3.82, 1.38], [-1.77, -3.16, -4.70], [5.34, -3.03, 0.97], [4.70, -2.44, 2.51], [3.69, -1.17, -0.90], [3.02, 2.37, 3.67], [-3.15, 3.78, -0.86], [-2.30, 5.97, 0.16], [6.94, -1.23, 0.80], [4.77, 0.22, -0.88]],
  "relative_energy_kj_mol": 0.0,
  "s2": 0.756,
  "lumo_ev": [-4.17, -5.44],
  "total_charge": 1,
  "gap_ev": [7.267, 5.986],
  "spin_multiplicity": 2
}

{
  "formula": "C27H36N6O3",
  "method": "ωB97M-V/def2-TZVPD",
  "species": ["O", "O", "O", "N", "N", "N", "N", "N", "N", "C", "C", "C", "C", "C", "C", "C", "C", "C", "C", "C", "C", "C", "C", "C", "C", "C", "C", "C", "C", "C", "C", "C", "C", "C", "C", "C", "H", "H", "H", "H", "H", "H", "H", "H", "H", "H", "H", "H", "H", "H", "H", "H", "H", "H", "H", "H", "H", "H", "H", "H", "H", "H", "H", "H", "H", "H", "H", "H", "H", "H", "H", "H"],
  "positions_angstrom": [[2.26, 2.28, 3.68], [0.28, -1.10, -2.43], [0.57, 2.27, 5.16], [1.43, 2.22, -0.79], [-0.62, 1.70, -0.51], [-1.81, -1.49, -3.17], [-1.10, -0.70, 1.56], [1.39, 0.95, -0.37], [0.24, 2.64, -0.86], [0.79, -0.31, 3.16], [-1.49, -1.05, -0.84], [-3.99, -1.95, -4.12], [-5.07, -1.74, -1.53], [-6.28, -2.46, -5.03], [-3.69, -1.55, -1.71], [0.09, 0.64, -0.19], [1.03, 1.97, 4.08], [3.60, 0.98, 0.64], [0.32, 1.16, 3.02], [3.21, -0.11, -1.59], [-3.36, -2.05, -5.48], [2.61, 0.19, -0.21], [-0.50, -0.67, 0.24], [-0.30, -1.26, 2.62], [-3.16, -1.66, -3.01], [-5.87, -2.03, -2.61], [-0.92, -1.20, -2.17], [5.50, -0.13, -0.57], [4.50, -0.90, -1.43], [-1.86, 0.46, 1.99], [4.89, 0.18, 0.80], [-1.19, 1.23, 3.14], [-5.35, -2.14, -3.90], [-2.81, -1.24, -0.64], [3.08, 3.05, 4.57], [2.80, 4.54, 4.43], [-4.10, -2.25, -6.24], [4.93, -1.09, -2.41], [2.48, -0.66, -2.18], [2.95, 4.85, 3.40], [-5.48, -1.66, -0.54], [-6.28, -1.66, -5.77], [4.69, -0.75, 1.33], [-2.62, -2.85, -5.51], [-7.30, -2.57, -4.66], [2.34, -0.75, 0.28], [-1.48, 0.82, 4.11], [5.76, 0.80, -1.06], [-6.93, -2.18, -2.46], [3.17, 1.20, 1.62], [0.96, -0.54, 4.21], [-5.99, -3.38, -5.53], [0.15, -2.19, 2.28], [-1.41, -1.57, -4.09], [5.60, 0.75, 1.40], [-2.86, -1.11, -5.74], [-2.01, 1.12, 1.13], [-1.52, 2.27, 3.12], [4.11, 2.81, 4.30], [3.81, 1.93, 0.14], [-1.00, -1.50, 3.43], [-2.85, 0.12, 2.33], [3.48, 5.09, 5.07], [0.31, -1.42, 0.22], [1.73, -0.45, 2.63], [4.28, -1.86, -0.96], [-3.22, -1.15, 0.35], [1.78, 4.75, 4.73], [2.88, 2.72, 5.60], [0.63, 1.55, 2.05], [6.41, -0.72, -0.44], [3.41, 0.84, -2.09]],
  "relative_energy_kj_mol": 29.6,
  "lumo_ev": 0.33,
  "total_charge": 0,
  "smiles": "CCOC(=O)C1CCN([C@@H](c2cc3ccc(C)c(C)c3[nH]c2=O)c2nnnn2C2CCCCC2)CC1",
  "gap_ev": 8.713
}

{
  "formula": "C27H37As3BrIrN2O",
  "method": "ωB97M-V/def2-TZVPD",
  "species": ["Ir", "Br", "As", "As", "As", "O", "N", "N", "C", "C", "C", "C", "C", "C", "C", "C", "C", "C", "C", "C", "C", "C", "C", "C", "C", "C", "C", "C", "C", "C", "C", "C", "C", "C", "C", "H", "H", "H", "H", "H", "H", "H", "H", "H", "H", "H", "H", "H", "H", "H", "H", "H", "H", "H", "H", "H", "H", "H", "H", "H", "H", "H", "H", "H", "H", "H", "H", "H", "H", "H", "H", "H"],
  "positions_angstrom": [[-0.38, 0.20, -0.05], [5.48, -3.97, -2.01], [-1.45, -1.58, -1.83], [-5.04, 0.06, -4.66], [-1.02, 2.02, -1.56], [1.11, 0.05, -1.38], [0.29, -1.37, 1.00], [-1.63, 0.33, 1.50], [2.08, -0.80, -1.40], [-3.26, 0.16, 3.76], [3.01, -0.70, -2.46], [-0.53, -1.71, 2.03], [3.28, -2.78, -0.64], [-3.26, 1.29, 2.97], [-2.46, 1.34, 1.84], [-1.35, -3.06, 3.86], [-0.44, -3.22, -2.18], [-2.11, 0.44, -4.02], [-2.39, -0.90, 3.45], [4.14, -2.67, -1.73], [4.01, -1.62, -2.64], [-2.07, 0.60, -5.55], [0.41, 3.33, -1.77], [-1.11, 1.47, -3.46], [-5.43, -1.77, -4.02], [-1.70, -1.00, -3.71], [-2.54, 3.26, -1.38], [-3.53, 0.73, -3.50], [-2.29, -2.10, 4.20], [-3.15, -2.39, -1.25], [1.38, -2.08, 0.68], [-1.55, -0.74, 2.32], [2.23, -1.87, -0.43], [-0.47, -2.87, 2.82], [-6.52, 0.99, -3.78], [1.34, 2.81, -2.01], [-6.34, -2.10, -4.52], [3.43, -3.59, 0.06], [-1.05, 0.62, -5.92], [4.69, -1.55, -3.47], [-1.31, -3.98, 4.43], [-2.45, -1.68, -4.13], [-0.98, -3.83, -2.91], [-3.52, -3.08, -2.01], [-6.46, 0.86, -2.70], [-2.64, 3.85, -2.29], [-2.56, 1.53, -5.85], [-3.89, 2.13, 3.20], [0.25, -3.65, 2.60], [-3.63, 0.35, -2.48], [-3.48, 2.75, -1.17], [-3.68, 1.81, -3.49], [-4.64, -2.48, -4.27], [-2.95, -2.26, 5.04], [-3.89, -1.63, -1.04], [1.66, -2.90, 1.33], [-1.27, 2.42, -4.00], [-5.60, -1.76, -2.95], [0.55, -2.99, -2.58], [-2.32, 3.96, -0.56], [-0.10, 1.13, -3.70], [0.18, 4.04, -2.56], [-3.91, 0.09, 4.62], [-2.47, 2.20, 1.19], [-6.52, 2.05, -4.02], [-7.46, 0.57, -4.14], [-2.60, -0.22, -6.04], [0.56, 3.88, -0.84], [-2.95, -2.94, -0.34], [2.89, 0.12, -3.15], [-0.75, -1.21, -4.20], [-0.32, -3.79, -1.26]],
  "relative_energy_kj_mol": 139.2,
  "lumo_ev": [-7.82, -7.82],
  "total_charge": 2,
  "gap_ev": [5.119, 5.120]
}